A cluster of 14 separate species, C48H96Br8O20S10 in total at a distorted geometry. Source: the Open Molecules 2025 dataset; level of theory: ωB97M-V with the def2-TZVPD basis set.

Structure (XYZ):
```
182
Properties=species:S:1:pos:R:3
C -0.56091 -0.84287 -1.65699
C 0.60215 0.14318 -1.39706
C 0.57911 0.55234 0.06878
S -1.16259 0.54550 0.56083
O -1.72296 1.88811 0.61270
O -1.32190 -0.36586 1.68419
C -1.80383 -0.24045 -1.00617
H -0.35054 -1.75128 -1.07031
H -0.59485 -1.31600 -2.63304
H 0.42073 0.98855 -2.06574
H 1.51054 -0.39487 -1.66689
H 0.99775 1.54019 0.24943
H 1.18556 -0.16391 0.62357
H -2.31152 0.48620 -1.64359
H -2.57784 -0.97360 -0.77848
C 0.68042 0.03251 -6.25748
C 0.38120 -0.75491 -7.53686
C -1.14688 -0.98310 -7.43990
S -1.38981 -1.57266 -5.74950
O -1.18856 -3.00193 -5.65718
O -2.56523 -0.95372 -5.16324
C 0.03775 -0.69501 -5.08217
H 0.24051 1.02349 -6.38403
H 1.76453 0.16205 -6.26255
H 0.84669 -1.74377 -7.50177
H 0.69538 -0.26407 -8.45347
H -1.58005 -1.67941 -8.15572
H -1.69557 -0.04193 -7.48224
H 0.69148 -1.35479 -4.50820
H -0.31687 -0.05592 -4.27492
C -3.36702 3.15059 5.86914
C -2.49977 2.73634 4.67235
C -2.94817 3.61765 3.48541
S -4.15279 4.88263 4.09928
O -5.49236 4.35092 3.98028
O -3.76387 6.21185 3.71777
C -3.67548 4.64746 5.84231
H -2.77088 2.95476 6.76553
H -4.28825 2.57195 5.92390
H -2.70862 1.68169 4.51148
H -1.46669 2.97504 4.90486
H -3.39342 3.13923 2.61269
H -2.06404 4.12576 3.09641
H -4.52795 4.95937 6.43768
H -2.78052 5.25227 5.97598
C 1.14561 1.73705 4.73320
C 0.18759 0.56328 4.73094
C 1.03742 -0.64132 4.42604
S 2.48520 -0.50555 5.52773
O 3.60791 -1.03234 4.77648
O 2.15530 -1.03117 6.81883
C 2.36744 1.32824 5.60612
H 0.76539 2.67591 5.13714
H 1.45582 1.95490 3.71034
H -0.51146 0.67209 3.89892
H -0.35600 0.44006 5.66906
H 1.50630 -0.59960 3.43988
H 0.54359 -1.60361 4.55113
H 3.33031 1.76529 5.34880
H 2.12492 1.58849 6.63526
C -3.31672 -4.10264 -2.43619
C -1.95485 -4.74503 -2.84257
C -2.09007 -5.78258 -3.93158
S -3.70391 -6.61929 -3.56930
O -3.59124 -7.58881 -2.51372
O -4.32505 -6.92416 -4.83982
C -4.45334 -5.04375 -2.90100
H -3.45594 -3.18730 -3.00787
H -3.30602 -3.94638 -1.36173
H -1.48764 -5.17011 -1.95446
H -1.29209 -3.99017 -3.27256
H -1.32331 -6.54976 -3.98267
H -2.38151 -5.36962 -4.89613
H -5.22271 -5.28502 -2.16992
H -4.98233 -4.61856 -3.75275
C 1.41935 4.92100 -1.77158
C 0.18767 4.18150 -1.16602
C -0.15852 4.89295 0.11027
S 0.31599 6.67061 0.02881
O 1.24840 6.96881 1.07985
O -0.86112 7.49235 -0.17795
C 1.09178 6.40853 -1.58557
H 1.47429 4.73725 -2.84435
H 2.38974 4.65922 -1.35482
H 0.41209 3.13485 -0.96745
H -0.69785 4.18478 -1.80329
H 0.35533 4.50956 0.99479
H -1.21364 4.85602 0.38138
H 1.88662 7.15576 -1.65210
H 0.38529 6.71021 -2.35932
C 6.86616 -2.21559 1.58666
C 6.36138 -3.01792 0.34133
C 4.98275 -2.47104 -0.01936
S 4.12849 -1.95107 1.48931
O 3.45367 -3.06545 2.08929
O 3.38866 -0.75106 1.14194
C 5.69085 -1.61028 2.38976
H 7.51295 -1.39656 1.27064
H 7.47962 -2.82209 2.24984
H 6.31653 -4.05485 0.66795
H 7.06948 -2.82940 -0.45967
H 4.35263 -3.11932 -0.62157
H 5.21973 -1.56200 -0.57734
H 5.57657 -1.84781 3.44422
H 5.74558 -0.51975 2.36215
C 6.31470 1.21133 -1.61100
C 6.75346 0.78442 -3.06502
C 5.73098 1.34924 -4.03069
S 4.10712 1.15093 -3.17273
O 3.66271 -0.21498 -3.40123
O 3.22172 2.23761 -3.51899
C 4.80138 1.29546 -1.49029
H 6.83923 2.15514 -1.47129
H 6.77201 0.48110 -0.94328
H 6.72604 -0.30488 -3.11501
H 7.75668 1.15623 -3.25330
H 5.68122 0.84335 -4.99000
H 5.81823 2.43261 -4.12456
H 4.25012 0.61258 -0.84060
H 4.59981 2.26524 -1.02920
C -4.70349 -0.53317 5.70398
C -4.83278 -0.51942 4.16407
C -3.92603 -1.58609 3.57293
S -3.86354 -2.94097 4.79693
O -2.47354 -3.22849 5.12541
O -4.72866 -3.97272 4.23507
C -4.69437 -1.98278 6.08549
H -5.48449 -0.01459 6.25347
H -3.72401 -0.09410 5.91773
H -4.77067 0.43471 3.63450
H -5.85326 -0.78447 3.85242
H -2.89103 -1.23060 3.60069
H -4.12995 -2.01150 2.59706
H -4.30223 -2.21562 7.07436
H -5.68238 -2.44898 6.01071
C -1.59211 -4.97801 1.70141
C -0.24751 -4.34321 2.09394
C 0.73303 -4.70539 0.98084
S 0.36715 -6.38488 0.55923
O 1.19418 -7.30856 1.33359
O 0.32265 -6.64187 -0.85868
C -1.31866 -6.41800 1.20812
H -2.11243 -4.42249 0.91818
H -2.24558 -4.99175 2.57354
H 0.12949 -4.65075 3.07032
H -0.34025 -3.25629 2.12869
H 1.78268 -4.53204 1.20193
H 0.42346 -3.99061 0.21447
H -1.27863 -7.07264 2.07684
H -1.96559 -6.81276 0.43062
Br -3.39522 5.62260 -1.33720
C -4.38629 4.81772 0.16894
C -4.76626 3.37441 -0.13729
Br -6.17359 2.85045 1.13426
H -5.26287 5.44134 0.31024
H -3.78575 4.87978 1.07268
H -3.94825 2.66951 -0.00662
H -5.05251 3.25618 -1.18026
Br -2.95486 2.46511 -3.50672
C -3.68660 4.08307 -4.37664
C -5.19760 4.24717 -4.18997
Br -5.44934 6.16989 -4.67545
H -3.55567 3.90671 -5.44200
H -3.05476 4.91361 -4.09798
H -5.64450 4.19434 -3.20560
H -5.77925 3.71828 -4.93463
Br 6.68763 4.96157 3.35557
C 5.49718 3.94472 2.19780
C 4.05356 4.22098 2.52613
Br 2.81889 3.14085 1.44205
H 5.77713 2.90542 2.32756
H 5.76658 4.40273 1.25247
H 3.83136 5.25372 2.26782
H 3.79577 4.04841 3.56628
Br 2.24959 -5.54866 -6.34280
C 2.19099 -4.16450 -4.99148
C 2.12972 -4.76382 -3.61048
Br 1.82630 -3.27937 -2.35733
H 1.38567 -3.45649 -5.18229
H 3.07729 -3.54061 -5.11333
H 3.09156 -5.20478 -3.36928
H 1.30404 -5.45502 -3.47754
```

Values from the calculation:
Highest occupied orbital energy (eV): -9.65

A cluster of 12 separate species, C48H96O12 in total at a distorted geometry. Source: the Open Molecules 2025 dataset; level of theory: ωB97M-V with the def2-TZVPD basis set.

Structure (XYZ):
```
156
Properties=species:S:1:pos:R:3
C 9.14173 2.63524 -28.50194
C 10.58358 2.49127 -28.09787
C 10.49784 1.17548 -27.25542
O 9.16488 1.24704 -26.65827
C 8.39400 2.32007 -27.21861
H 8.86738 1.92686 -29.28362
H 8.93099 3.65152 -28.83491
H 10.92853 3.31582 -27.47399
H 11.21672 2.39839 -28.98026
H 11.36457 1.13092 -26.59596
H 10.57149 0.29471 -27.89332
H 8.39033 3.22901 -26.61701
H 7.34381 2.10465 -27.41557
C 13.92526 8.70780 -24.10687
C 13.99060 9.72757 -25.21980
C 13.28345 10.94821 -24.60251
O 13.57964 10.89143 -23.20450
C 14.10726 9.61598 -22.87220
H 14.77340 8.03269 -24.22077
H 12.97373 8.17622 -24.11826
H 13.45030 9.43561 -26.12032
H 15.03331 9.95446 -25.44198
H 12.22553 11.03642 -24.84975
H 13.80507 11.84830 -24.92783
H 13.59201 9.21319 -22.00020
H 15.16210 9.80378 -22.67185
C 11.12973 7.44497 -28.40185
C 10.66325 8.03481 -27.11344
C 10.39754 6.84642 -26.18030
O 10.41630 5.79096 -27.06472
C 11.38040 6.01982 -28.07748
H 12.00602 7.88188 -28.88074
H 10.39633 7.62325 -29.18826
H 9.80669 8.66048 -27.36430
H 11.39119 8.70732 -26.65964
H 9.40437 6.99183 -25.75537
H 11.10185 6.78913 -25.35039
H 11.29899 5.40425 -28.97334
H 12.36479 5.82810 -27.65048
C 9.02308 4.80578 -33.18908
C 9.87642 5.79357 -33.87351
C 11.31290 5.35473 -33.49120
O 11.13519 4.17101 -32.81754
C 9.87434 4.13786 -32.12995
H 8.76823 4.06757 -33.94948
H 8.07526 5.25186 -32.88785
H 9.65167 6.78508 -33.48044
H 9.84757 5.70000 -34.95910
H 11.70934 6.08582 -32.78661
H 11.87816 5.31291 -34.42223
H 9.87688 4.59631 -31.14105
H 9.71889 3.07309 -31.95615
C 13.18517 11.60352 -28.60797
C 11.78660 11.47849 -28.03128
C 11.58016 12.92540 -27.54696
O 12.81507 13.28841 -26.98430
C 13.91616 12.63808 -27.75092
H 13.01474 11.98259 -29.61563
H 13.76410 10.69140 -28.75276
H 11.79996 10.69834 -27.27017
H 11.03159 11.27507 -28.79067
H 10.77034 12.97773 -26.81925
H 11.20020 13.66069 -28.25625
H 14.44765 12.00704 -27.03859
H 14.55969 13.31962 -28.30723
C 14.48094 3.80424 -28.79005
C 15.80767 4.54107 -28.83979
C 15.37075 5.97337 -29.28131
O 14.03820 5.77205 -29.76885
C 13.77042 4.40053 -30.01898
H 13.95732 4.03976 -27.86352
H 14.60810 2.72624 -28.88927
H 16.52877 4.09672 -29.52585
H 16.26281 4.57178 -27.84984
H 16.11880 6.33643 -29.98610
H 15.34896 6.60973 -28.39663
H 14.16858 4.05533 -30.97314
H 12.73213 4.06956 -29.99640
C 10.47865 10.12137 -22.23286
C 9.97505 8.70681 -22.04836
C 8.82249 8.54799 -23.01858
O 8.98365 9.52143 -23.97913
C 9.53566 10.65199 -23.31532
H 11.54070 10.13894 -22.47754
H 10.46803 10.57722 -21.24281
H 9.78216 8.34292 -21.03917
H 10.83830 8.13736 -22.39278
H 7.82197 8.51445 -22.58736
H 9.00647 7.63472 -23.58445
H 8.70030 11.12262 -22.79689
H 9.83827 11.47926 -23.95731
C 6.99922 5.90749 -29.71201
C 7.38424 6.30898 -28.27426
C 6.04522 6.01347 -27.58743
O 5.04566 6.54901 -28.49038
C 5.58490 6.52105 -29.82692
H 7.11376 4.84783 -29.94027
H 7.68197 6.39276 -30.40948
H 7.65001 7.33715 -28.02866
H 8.15998 5.63551 -27.90988
H 6.06031 6.50809 -26.61624
H 5.85987 4.94893 -27.44428
H 5.64771 7.52187 -30.25413
H 4.91615 5.88361 -30.40530
C 7.15929 11.39300 -26.66372
C 6.18306 10.29548 -26.83089
C 5.78548 10.29808 -28.29390
O 6.70600 11.10300 -28.95716
C 7.77672 11.39478 -28.10134
H 7.95019 11.27017 -25.92379
H 6.58658 12.31406 -26.55541
H 5.26994 10.41559 -26.24789
H 6.65995 9.36294 -26.52914
H 4.80364 10.77071 -28.32069
H 5.70182 9.27215 -28.65245
H 8.21537 12.34849 -28.39481
H 8.65378 10.75013 -28.15882
C 14.74947 9.87494 -32.03058
C 14.22015 8.66188 -31.31767
C 14.53016 7.59091 -32.35342
O 15.81057 7.97925 -32.79104
C 15.96110 9.38156 -32.82237
H 14.99620 10.55189 -31.21268
H 14.02293 10.34282 -32.69489
H 13.19969 8.69118 -30.93568
H 14.77894 8.48905 -30.39790
H 13.94726 7.58994 -33.27446
H 14.57031 6.57324 -31.96504
H 15.88106 9.80031 -33.82553
H 16.93550 9.61215 -32.39170
C 10.47550 9.70194 -32.17749
C 9.49757 10.05167 -31.06620
C 8.24375 9.60219 -31.69985
O 8.36721 10.22292 -32.97415
C 9.72463 10.15421 -33.45418
H 10.60441 8.61967 -32.19026
H 11.47919 10.10617 -32.04592
H 9.47984 11.11283 -30.81775
H 9.64255 9.49381 -30.14107
H 7.35210 9.84038 -31.11991
H 8.28003 8.53919 -31.93823
H 10.04406 11.14349 -33.78187
H 9.89096 9.36016 -34.18214
C 9.83149 4.07578 -24.01359
C 10.34706 4.77002 -22.79036
C 10.56189 3.56062 -21.82284
O 10.14915 2.37483 -22.49918
C 9.25318 2.79682 -23.54284
H 10.70979 3.89476 -24.63321
H 8.99376 4.54885 -24.52596
H 9.72130 5.54144 -22.34154
H 11.28534 5.29345 -22.97412
H 9.99865 3.63942 -20.89298
H 11.61974 3.37491 -21.63692
H 8.29925 2.87309 -23.02101
H 9.16432 2.06689 -24.34745
```

Values from the calculation:
Highest occupied orbital energy (spin up / spin down) (eV): 0.51 / -7.35
Charge: -1
Spin multiplicity: 2
<S²>: 0.75